*A*
5
Properties=species:S:1:pos:R:3 method="wB97M-V/def2-TZVPD" homo_energy_ev="-9.3 / -9.0" orbital_gap_ev="8.7 / 8.6" lumo_ev="-0.646 / -0.348"
N 0.52 0.03 -1.10
F 1.58 0.38 -0.37
S -0.66 1.12 -0.79
H -0.01 -1.45 -0.07
H 0.09 1.66 0.24

***

*B*
5
Properties=species:S:1:pos:R:3 method="wB97M-V/def2-TZVPD" homo_energy_ev="-9.5 / -9.6" orbital_gap_ev="6.5 / 6.6" lumo_ev="-3.015 / -3.019"
N -1.47 0.09 0.09
F -2.25 1.16 0.23
S 1.17 1.21 -0.24
H -1.56 -0.37 -0.94
H 0.68 2.22 0.70

***

It is *A* that is the least stable of them.

***

*A*
17
Properties=species:S:1:pos:R:3 method="wB97M-V/def2-TZVPD" homo_energy_ev="-7.4 / -7.4" orbital_gap_ev="6.8 / 6.8" lumo_ev="-0.610 / -0.613"
C -1.03 -0.25 -0.13
C -1.54 0.81 -1.05
C 1.36 0.56 -0.12
C 0.36 -0.70 -0.03
N 2.48 0.39 0.73
N -1.89 -0.96 0.60
N 0.62 -1.87 0.38
O 1.49 1.15 -1.22
H 0.38 1.07 0.63
H 2.28 0.29 1.72
H 3.24 1.02 0.50
H -2.88 -0.82 0.52
H -1.51 -1.79 1.04
H 1.63 -2.05 0.36
H -2.52 1.17 -0.73
H -1.65 0.37 -2.04
H -0.83 1.62 -1.15

***

*B*
17
Properties=species:S:1:pos:R:3 method="wB97M-V/def2-TZVPD" homo_energy_ev=-9.6 orbital_gap_ev=10.4 lumo_ev=0.769 smiles="[H]/N=C/[C@@H](N)[C@@H](N)C=O"
H -2.73 1.69 0.84
N -2.06 1.63 0.06
C -1.04 0.92 0.40
C 0.12 0.70 -0.55
N 1.19 1.65 -0.20
C 0.63 -0.76 -0.50
N 1.38 -1.08 0.75
C -0.54 -1.72 -0.68
O -0.89 -2.53 0.18
H -0.98 0.49 1.42
H -0.22 0.93 -1.57
H 0.77 2.56 0.03
H 1.66 1.31 0.64
H 1.32 -0.93 -1.34
H 0.71 -1.16 1.52
H 1.73 -2.04 0.65
H -1.07 -1.66 -1.64

***

It is *A* that is the least stable of them.

***

*A*
17
Properties=species:S:1:pos:R:3 method="wB97M-V/def2-TZVPD" homo_energy_ev=-9.5 orbital_gap_ev=10.2 lumo_ev=0.795 smiles="[H]/N=C(/N)[C@H](C)NC=O"
H 0.88 -1.32 1.50
N 1.57 -0.62 1.20
C 1.06 0.25 0.41
N 1.86 1.20 -0.14
C -0.52 0.32 0.10
C -1.31 0.31 1.40
N -0.89 -0.83 -0.71
C -0.46 -0.75 -2.01
O -0.10 -1.74 -2.64
H 1.62 1.52 -1.07
H 2.85 1.00 -0.01
H -0.72 1.25 -0.45
H -1.17 -0.62 1.95
H -1.00 1.14 2.05
H -2.38 0.40 1.20
H -0.78 -1.76 -0.31
H -0.52 0.26 -2.46

***

*B*
17
Properties=species:S:1:pos:R:3 method="wB97M-V/def2-TZVPD" homo_energy_ev=-8.3 orbital_gap_ev=8.9 lumo_ev=0.607
H -3.37 1.65 -0.96
N -3.30 0.72 -0.58
C -2.11 0.37 -0.28
N -0.97 1.14 -0.45
N -1.91 -0.93 0.13
C -0.76 -1.37 0.87
H -0.16 0.92 0.10
H -1.13 2.12 -0.59
H -2.79 -1.38 0.33
H -0.62 -0.83 1.82
H 0.14 -1.27 0.27
H -0.89 -2.43 1.11
C 4.01 0.12 -0.62
C 2.94 0.45 0.03
O 1.98 0.75 0.61
H 4.07 0.25 -1.68
H 4.86 -0.29 -0.11

***

It is *B* that is the least stable of them.

***

*A*
8
Properties=species:S:1:pos:R:3 method="wB97M-V/def2-TZVPD" homo_energy_ev="-7.6 / -7.6" orbital_gap_ev="7.2 / 7.2" lumo_ev="-0.455 / -0.454"
C 0.14 0.60 0.17
C -1.19 -0.02 0.15
O 0.93 1.39 0.44
O 1.72 -0.96 -0.83
I 3.26 -0.23 -0.05
H -1.55 -0.28 -0.87
H -1.23 -1.06 0.58
H -2.08 0.56 0.42

***

*B*
8
Properties=species:S:1:pos:R:3 method="wB97M-V/def2-TZVPD" homo_energy_ev=-9.4 orbital_gap_ev=9.0 lumo_ev=-0.448 smiles="CC(=O)OI"
C -1.07 0.16 0.14
C 0.20 -0.56 -0.06
O 0.58 -1.67 -0.19
O 1.21 0.58 -0.22
I 3.13 0.23 -0.05
H -1.48 0.31 -0.83
H -1.84 -0.27 0.81
H -0.71 1.23 0.40

***

It is *A* that is the least stable of them.

***

*A*
13
Properties=species:S:1:pos:R:3 method="wB97M-V/def2-TZVPD" homo_energy_ev=-9.0 orbital_gap_ev=9.9 lumo_ev=0.838 smiles=C[C@H](S)CO
C -1.37 -0.77 -0.23
C -0.50 0.18 0.46
S -0.62 1.96 -0.01
C 1.03 -0.28 0.18
O 1.95 0.68 -0.10
H -1.33 -1.73 0.26
H -2.26 -0.27 -0.44
H -0.94 -0.86 -1.24
H -0.65 -0.01 1.49
H 0.67 2.11 0.31
H 1.31 -0.84 1.02
H 0.85 -1.01 -0.66
H 1.86 0.85 -1.04

***

*B*
13
Properties=species:S:1:pos:R:3 method="wB97M-V/def2-TZVPD" homo_energy_ev=-8.8 orbital_gap_ev=9.7 lumo_ev=0.895 smiles="C=CO.CS"
C 0.05 0.82 1.45
C 0.46 0.93 2.73
O 0.08 -0.10 3.56
H 0.31 1.60 0.83
H -0.71 0.27 0.88
H 0.96 1.75 3.05
H 0.67 -0.20 4.33
C 0.17 -0.75 -2.81
S -1.43 -0.72 -2.15
H 0.30 -0.03 -3.63
H 0.93 -0.49 -2.12
H 0.54 -1.77 -3.20
H -2.33 -1.31 -2.92

***

It is *B* that is the least stable of them.

***

*A*
13
Properties=species:S:1:pos:R:3 method="wB97M-V/def2-TZVPD" homo_energy_ev=-9.2 orbital_gap_ev=9.4 lumo_ev=0.219
C -0.12 0.02 -1.35
C -0.52 0.01 0.18
C 0.59 -0.61 0.89
H -1.24 1.32 -2.05
H 0.17 -1.04 -1.68
H 0.75 0.71 -1.56
H -1.61 -0.61 0.32
H -0.47 1.19 0.90
H 0.00 -1.44 1.50
H 0.96 -1.51 0.17
H 0.89 0.86 3.22
O -0.97 0.52 -2.29
S 1.56 0.57 1.76

***

*B*
13
Properties=species:S:1:pos:R:3 method="wB97M-V/def2-TZVPD" homo_energy_ev=-8.0 orbital_gap_ev=8.6 lumo_ev=0.623
C -0.36 -1.40 0.65
C -0.07 1.10 0.37
C -1.02 -0.03 0.67
O 1.87 0.87 -1.49
S -1.51 0.77 -0.84
H -0.15 -1.86 1.59
H -0.95 -2.05 0.02
H 0.58 -1.17 0.20
H -0.24 1.95 1.07
H 2.80 0.83 -1.57
H -1.82 0.20 1.41
H 1.77 1.00 -0.45
H -0.91 -0.20 -1.63

***

*C*
13
Properties=species:S:1:pos:R:3 method="wB97M-V/def2-TZVPD" homo_energy_ev=-9.0 orbital_gap_ev=9.8 lumo_ev=0.739 smiles="C=CO.CS"
C 2.24 1.55 -0.21
C 1.70 0.97 -1.27
O 1.25 -0.30 -1.29
H 2.15 2.62 -0.22
H 2.82 0.97 0.49
H 1.41 1.54 -2.14
H 1.41 -0.80 -0.49
C -1.86 -1.34 1.15
S -3.25 -1.18 0.00
H -1.03 -0.70 0.87
H -2.03 -1.13 2.20
H -1.53 -2.36 0.98
H -3.29 0.15 -0.07

***

It is *A* that is the least stable of them.